C42H110F6N11O14PbS2 | ωB97M-V/def2-TZVPD

The value obtained for the energy relative to the best compared isomer or geometry (same formula, charge and spin) is 7.643 eV. The calculation puts the LUMO energy at -2.574 eV. As for the total charge: +1. As for the HOMO-LUMO gap: 7.11 eV.

Last column: Mulliken charge in e.
Cartesian coordinates (Å):
Pb  0.06456  3.17874  1.79958  2.335
C  -2.12292  -0.21803  0.52181  -0.133
F  -3.17407  -0.51150  -0.20617  0.373
F  -2.53168  0.29421  1.74506  -0.210
F  -1.39725  -1.35991  0.77694  0.250
S  -1.22834  1.20791  -0.41181  0.086
O  -1.26584  0.78804  -1.80137  -0.374
O  -1.89362  2.43514  -0.02581  -0.543
N  0.33070  1.28912  0.22792  -0.338
S  1.24748  0.54399  -0.74496  0.387
O  0.74549  -0.81343  -1.13653  0.048
O  1.54128  1.52864  -1.81777  -0.917
C  2.84348  0.22784  0.33003  -0.743
F  2.45600  -0.70075  1.19987  -0.113
F  3.79238  -0.25250  -0.47881  0.142
F  3.10776  1.39361  0.89526  0.661
C  8.42335  1.60796  -0.45732  -1.577
C  7.15846  2.37443  -0.92554  0.462
C  6.40194  1.54027  -2.06201  -0.445
O  6.96662  1.76678  -3.35085  -0.435
C  6.67393  3.07681  -3.88098  -0.745
N  6.23030  2.45223  0.19886  -0.050
H  8.95464  1.38236  -1.38195  0.501
H  8.25464  0.57794  -0.14316  0.191
H  9.09369  2.20407  0.16186  0.400
H  7.42297  3.36154  -1.30466  0.619
H  5.31822  1.64750  -2.01551  0.419
H  6.49809  0.47772  -1.83873  -0.070
H  7.25519  3.82984  -3.34885  0.307
H  5.62321  3.36081  -3.82224  0.250
H  6.79196  3.14747  -4.96226  0.331
H  6.62861  2.96415  0.97306  0.339
H  5.98681  1.53138  0.53481  -0.305
C  6.72744  -1.69672  1.41385  -1.247
C  6.55313  -0.67119  2.60591  0.076
C  7.89380  0.00052  2.84576  -0.640
O  8.91540  -0.96738  3.39393  -0.383
C  10.00373  -0.28812  4.02866  -0.717
N  5.50772  0.40232  2.18750  -0.327
H  7.58724  -2.30889  1.68604  0.488
H  6.77978  -1.13122  0.48349  0.070
H  5.88978  -2.39099  1.48037  0.380
H  6.31629  -1.12700  3.56728  0.376
H  7.75674  0.66753  3.69689  0.559
H  8.38232  0.65537  2.12422  0.144
H  9.90804  0.11874  5.03534  0.262
H  10.29635  0.49829  3.33293  0.284
H  10.83313  -0.97586  4.19364  0.272
H  5.52331  1.25441  2.72952  0.180
H  4.55313  0.14432  1.98184  0.000
C  0.03069  6.21706  5.50645  -1.496
C  -0.26486  5.22957  4.43890  0.328
C  -1.26369  5.79308  3.33013  -1.009
O  -1.75695  4.77134  2.44926  0.234
C  -2.88526  5.26751  1.58478  -1.023
N  0.90280  4.80988  3.70437  -0.642
H  0.78683  6.98469  5.34180  0.332
H  0.52046  5.76145  6.36706  0.437
H  -0.92882  6.68505  5.72653  0.389
H  -0.55006  4.31344  4.95607  -0.089
H  -0.78858  6.54102  2.69534  0.378
H  -2.09011  6.25182  3.87297  0.480
H  -2.41371  5.95739  0.88492  0.264
H  -3.74304  5.81828  1.97074  0.419
H  -3.28560  4.43020  1.01316  0.239
H  1.57395  4.61046  4.43230  0.289
H  1.21253  5.72891  3.42231  0.305
C  1.25607  -0.42570  4.25952  -1.575
C  0.54259  0.69112  3.58221  1.385
C  -0.58038  1.11978  4.51860  -1.450
O  -1.34331  2.14137  3.72819  0.659
C  -2.67427  2.32644  4.24089  -1.109
N  1.34217  1.81041  3.32300  0.114
H  1.61950  -1.13623  3.51711  0.327
H  0.65536  -1.17684  4.77239  0.484
H  2.15326  -0.24262  4.85080  0.321
H  0.07956  0.28292  2.68384  -0.781
H  -0.07598  1.57604  5.37037  0.357
H  -1.17345  0.26763  4.85058  0.542
H  -2.90662  3.27887  3.76445  0.172
H  -2.71619  2.56999  5.30250  0.342
H  -3.38169  1.53373  3.99747  0.256
H  1.79073  1.91900  4.22138  0.389
H  2.00151  1.30356  2.74987  -0.367
C  -3.14370  -6.75255  -0.80865  -1.494
C  -2.98001  -5.55649  0.15475  0.366
C  -1.51227  -5.04730  0.52089  -0.142
O  -1.63356  -3.89834  1.30938  -0.204
C  -0.44693  -3.53565  2.08819  -0.927
N  -3.75333  -4.44845  -0.44229  0.381
H  -3.31183  -7.74288  -0.38547  0.378
H  -2.30665  -6.62614  -1.49529  0.311
H  -4.08779  -6.65516  -1.34466  0.340
H  -3.51260  -5.81858  1.06895  0.345
H  -0.92138  -4.85019  -0.37359  -0.450
H  -1.03977  -5.84530  1.09365  0.589
H  -0.63040  -2.59643  2.61002  0.100
H  0.53100  -3.47186  1.61103  0.355
H  -0.29980  -4.24959  2.89858  0.494
H  -3.29849  -3.60270  -0.12939  -0.029
H  -3.74639  -4.57268  -1.44460  -0.273
C  -5.58231  -1.65314  1.72957  -0.812
C  -6.74653  -2.70622  1.79802  0.453
C  -8.14122  -2.07188  1.80302  -1.015
O  -8.47695  -1.19979  2.83304  -0.369
C  -9.64416  -0.44765  2.69061  -0.806
N  -6.55769  -3.74191  0.80035  -0.644
H  -5.65193  -1.03791  0.83249  0.074
H  -4.61177  -2.14490  1.66381  0.104
H  -5.37349  -0.95349  2.53888  0.539
H  -6.56359  -3.37598  2.63829  0.398
H  -8.83225  -2.90809  1.69651  0.368
H  -8.35866  -1.59354  0.84803  0.322
H  -10.14454  -0.25327  3.63926  0.252
H  -10.30142  -0.80554  1.89814  0.363
H  -9.35883  0.43798  2.12285  0.322
H  -6.30745  -4.56449  1.33030  0.354
H  -5.70039  -3.56235  0.29747  0.129
C  2.24600  -4.44084  -1.47983  -1.161
C  2.37731  -3.60196  -2.74618  1.378
C  3.74984  -2.82673  -2.69015  -0.058
O  3.80455  -2.03626  -3.90338  -0.487
C  4.30384  -0.69590  -3.63560  -0.587
N  2.12185  -4.39992  -3.87620  -0.782
H  1.21119  -4.66767  -1.22329  -0.176
H  2.64062  -3.94336  -0.59389  0.258
H  2.81396  -5.35630  -1.64554  0.578
H  1.55742  -2.88462  -2.78210  -0.281
H  4.54986  -3.53561  -2.47671  0.347
H  3.80067  -2.14494  -1.84123  -0.379
H  3.56208  -0.18498  -3.02171  0.085
H  4.52426  -0.00250  -4.44721  0.444
H  5.26714  -0.76140  -3.12975  0.311
H  1.77896  -3.77334  -4.59029  0.330
H  1.29053  -4.97342  -3.86537  0.304
C  -1.58009  -2.67726  -2.93030  1.036
C  -1.62579  -3.70537  -4.09824  -0.155
C  -3.11765  -3.87621  -4.52800  -0.924
O  -3.80662  -4.42012  -3.47848  -0.179
C  -5.18057  -4.64034  -3.69444  -0.878
N  -0.74441  -3.42096  -5.20301  -0.527
H  -2.62408  -2.36428  -2.91548  -1.215
H  -0.99817  -1.78716  -3.16943  0.419
H  -1.40780  -3.12335  -1.95080  -0.483
H  -1.38557  -4.71928  -3.77826  0.467
H  -3.20404  -4.55700  -5.37485  0.418
H  -3.47894  -2.90343  -4.86159  0.261
H  -5.59942  -4.89114  -2.71988  0.267
H  -5.42024  -5.45658  -4.37591  0.351
H  -5.76399  -3.80609  -4.08401  0.248
H  -0.58445  -4.24595  -5.76329  0.338
H  -1.19991  -2.78223  -5.83912  0.259
C  -5.36009  -1.29220  -2.07687  -0.831
C  -5.31364  -0.63929  -3.50323  0.909
C  -6.64464  -0.03685  -3.96971  -1.054
O  -6.49766  0.50600  -5.22156  -0.360
C  -7.60812  1.31485  -5.57344  -0.843
N  -4.22945  0.32239  -3.57750  -0.505
H  -6.08691  -2.10275  -2.02365  0.545
H  -5.68701  -0.59175  -1.30837  0.552
H  -4.38424  -1.73911  -1.88689  -0.289
H  -5.17939  -1.50127  -4.15674  -0.410
H  -6.95080  0.75126  -3.28179  0.505
H  -7.29820  -0.90833  -3.93124  0.330
H  -7.46043  1.63198  -6.60577  0.275
H  -7.66090  2.23120  -4.98555  0.334
H  -8.61014  0.90068  -5.46156  0.328
H  -4.23622  0.70572  -4.51191  0.345
H  -3.38830  -0.21513  -3.42372  0.069
C  0.65111  5.20830  -2.37420  -1.834
C  0.82817  4.43506  -1.04254  0.693
C  2.22105  4.55278  -0.31357  -0.695
O  2.29527  3.97591  0.94504  0.466
C  3.51144  4.18427  1.72835  -1.091
N  -0.23870  5.10072  -0.26243  -0.410
H  0.88515  6.26914  -2.28514  0.461
H  -0.27706  5.06232  -2.92673  0.477
H  1.38063  4.84872  -3.09988  0.438
H  0.73930  3.39219  -1.34690  -0.714
H  2.51116  5.60284  -0.27764  0.413
H  2.98181  3.98948  -0.85397  0.479
H  3.80501  3.21893  2.14070  0.144
H  3.30840  4.90333  2.52197  0.301
H  4.33025  4.54941  1.10841  0.474
H  -1.10717  5.23610  -0.75996  0.371
H  0.06809  6.06284  -0.24528  0.347